(1)
{
  "formula": "C28H39GeI2NO5SSe2Te2Ti",
  "method": "ωB97M-V/def2-TZVPD",
  "elements": ["Ti", "C", "C", "C", "C", "O", "Ge", "O", "C", "C", "C", "C", "O", "C", "C", "C", "C", "H", "H", "H", "H", "H", "H", "H", "H", "H", "H", "H", "H", "H", "H", "H", "H", "H", "H", "H", "H", "H", "H", "H", "H", "H", "H", "H", "I", "C", "C", "C", "I", "C", "C", "C", "C", "N", "C", "C", "O", "H", "H", "H", "H", "Se", "Te", "Te", "Se", "C", "S", "O", "C", "C", "C", "C", "C", "C", "H", "H", "H", "H", "H", "H", "H", "H"],
  "coordinates": [[-0.03368, 0.47505, -0.03278], [-2.07269, -2.67858, -2.09250], [-2.40212, -1.63305, -1.02677], [-2.33076, -2.28690, 0.34095], [-3.77577, -1.02119, -1.27573], [-1.42523, -0.54886, -1.06117], [-1.18991, 0.23472, -2.87380], [-1.75329, 1.78436, -2.21616], [-2.38201, 2.85632, -2.96127], [-1.65034, 4.15232, -2.65234], [-3.82094, 2.93008, -2.46585], [-2.34148, 2.56302, -4.45717], [0.83796, 0.31244, -1.62544], [2.06978, 0.57469, -2.36470], [2.24566, -0.63390, -3.27790], [1.91485, 1.84883, -3.17929], [3.22978, 0.67547, -1.38429], [-2.81804, -3.47320, -2.03943], [-2.09986, -2.27637, -3.10418], [-1.09071, -3.11949, -1.92449], [-2.89836, -3.21779, 0.33865], [-1.29010, -2.51494, 0.58738], [-2.76049, -1.63833, 1.10019], [-4.55213, -1.77498, -1.13865], [-3.95377, -0.19145, -0.59146], [-3.86211, -0.64663, -2.30091], [-1.68902, 4.36265, -1.58404], [-0.60447, 4.09260, -2.95911], [-2.12325, 4.97681, -3.18846], [-3.82631, 3.08953, -1.38701], [-4.34995, 3.75648, -2.94265], [-4.35048, 2.00189, -2.69238], [-1.31248, 2.45399, -4.81207], [-2.90049, 1.65357, -4.69854], [-2.79455, 3.38512, -5.01128], [1.44570, -0.67280, -4.01989], [3.19964, -0.58228, -3.80267], [2.22515, -1.54840, -2.68318], [1.04149, 1.79712, -3.83471], [1.82038, 2.72694, -2.54155], [2.78986, 1.97954, -3.81640], [3.35750, -0.27230, -0.85738], [4.15412, 0.89396, -1.91879], [3.05617, 1.46793, -0.65687], [3.27034, 2.03574, 2.87165], [3.28370, 0.02104, 2.34421], [4.38731, -0.79008, 2.67167], [4.44638, -2.09043, 2.25965], [6.11207, -3.23485, 2.80837], [3.41093, -2.64418, 1.45776], [3.41260, -3.94520, 0.91058], [2.37939, -4.33746, 0.10729], [1.33054, -3.43827, -0.14789], [1.27027, -2.22736, 0.35319], [2.29761, -1.82978, 1.14654], [2.23176, -0.49237, 1.63218], [1.13698, 0.21551, 1.36223], [5.19483, -0.36555, 3.25275], [4.23566, -4.61431, 1.12287], [2.35626, -5.32375, -0.33474], [0.50869, -3.75061, -0.78276], [-2.74077, 4.35421, 1.52429], [-0.46844, 3.88826, 2.02078], [0.97868, 6.10199, 1.27679], [0.54578, 2.91182, -0.11671], [-2.62818, 1.37324, 3.79610], [-2.00401, 0.09703, 2.72232], [-1.39747, 0.86232, 1.53216], [-0.66925, -0.56623, 3.68891], [0.26592, 0.22404, 4.34403], [1.29087, -0.39122, 5.04137], [1.38702, -1.77857, 5.06563], [0.45725, -2.56083, 4.39694], [-0.58125, -1.95288, 3.70584], [-3.06719, 0.88209, 4.66419], [-3.37856, 1.91937, 3.22714], [-1.83713, 2.05540, 4.09677], [0.21498, 1.30409, 4.29566], [2.02575, 0.21358, 5.55551], [2.19640, -2.25004, 5.60818], [0.53358, -3.63975, 4.41649], [-1.32250, -2.55005, 3.18817]],
  "atomic_forces_ev_per_a": [[0.131, 0.170, 1.112], [-0.027, 0.029, 0.081], [-0.124, -0.084, 0.155], [0.033, 0.013, -0.014], [0.052, -0.032, -0.039], [0.060, 0.092, -0.207], [0.203, 0.119, 0.212], [0.034, -0.258, -0.074], [-0.082, 0.097, -0.077], [0.005, -0.027, 0.019], [0.050, -0.018, 0.014], [-0.005, 0.004, 0.040], [0.053, 0.563, 0.019], [0.215, -0.285, -0.230], [-0.014, 0.031, 0.045], [-0.106, 0.020, 0.030], [-0.171, -0.095, 0.070], [0.020, -0.003, -0.013], [-0.024, 0.010, -0.035], [0.016, 0.058, -0.012], [-0.014, -0.001, -0.001], [-0.057, 0.018, 0.040], [0.006, -0.059, -0.022], [-0.003, 0.009, 0.001], [0.004, 0.000, 0.007], [-0.003, 0.016, 0.032], [0.001, 0.015, -0.008], [0.005, -0.004, 0.004], [0.006, -0.006, 0.000], [-0.009, -0.005, 0.001], [0.008, -0.010, -0.007], [-0.011, 0.013, 0.009], [0.000, 0.001, -0.001], [0.011, 0.006, -0.022], [-0.010, -0.011, 0.000], [0.033, -0.051, -0.007], [-0.002, 0.033, -0.006], [0.005, -0.019, -0.025], [-0.004, -0.008, 0.012], [-0.005, 0.006, -0.005], [0.028, -0.015, 0.026], [0.028, 0.030, -0.005], [-0.025, 0.006, -0.045], [0.016, 0.047, 0.050], [0.030, -0.086, 0.026], [-0.190, 0.119, -0.110], [0.118, -0.041, 0.051], [0.119, -0.081, 0.049], [-0.104, 0.083, -0.031], [-0.112, 0.054, -0.024], [-0.047, -0.034, -0.040], [0.104, -0.055, 0.045], [-0.116, 0.064, 0.044], [0.035, -0.073, -0.045], [0.020, 0.028, 0.023], [0.039, -0.014, 0.074], [-0.096, -0.176, -0.668], [-0.007, -0.005, -0.009], [-0.003, 0.003, -0.003], [0.009, 0.006, 0.004], [0.001, 0.037, 0.008], [-0.140, 0.066, 0.002], [0.244, -0.095, -0.311], [-0.031, -0.125, 0.073], [-0.324, -0.038, 0.032], [0.023, 0.034, -0.075], [0.118, 0.155, 0.125], [0.041, -0.187, -0.270], [-0.082, -0.082, -0.084], [-0.014, 0.046, 0.026], [-0.010, 0.016, -0.021], [0.009, -0.032, -0.013], [0.020, 0.019, 0.012], [-0.029, -0.004, -0.024], [0.013, -0.044, -0.029], [-0.009, 0.010, 0.011], [0.019, -0.016, 0.020], [0.011, 0.011, 0.003], [0.002, 0.005, -0.001], [-0.007, 0.003, -0.002], [0.002, 0.005, 0.008], [0.021, 0.006, -0.005]],
  "mulliken_spin": [0.076, 0.000, 0.000, 0.000, 0.000, 0.009, 0.001, -0.004, 0.001, 0.002, 0.001, 0.000, -0.044, -0.001, -0.001, 0.001, 0.003, 0.000, 0.000, 0.000, 0.000, 0.000, 0.000, 0.000, 0.000, 0.000, 0.000, -0.001, 0.000, -0.001, 0.000, 0.000, 0.000, 0.000, 0.000, 0.000, 0.000, 0.000, 0.000, -0.004, 0.000, -0.001, 0.000, -0.003, 0.001, 0.001, 0.001, -0.001, 0.000, 0.000, 0.000, 0.000, 0.001, 0.006, -0.006, 0.002, -0.011, 0.000, 0.000, 0.000, 0.000, -0.015, -0.038, 1.017, 0.008, 0.001, 0.000, 0.005, 0.001, -0.001, -0.001, 0.000, 0.000, 0.000, 0.000, -0.001, -0.002, 0.002, 0.000, 0.000, 0.000, 0.000],
  "total_charge": 1,
  "de_lowest_kcal_mol": 26.1,
  "homo_ha": [-0.3705, -0.3691],
  "s2": 0.758,
  "energy_ha": -10780.13958,
  "e_lumo_ev": [-3.37, -4.45],
  "fmax_ev_per_a": 1.1,
  "spin_multiplicity": 2
}

(2)
{
  "formula": "H6NS2",
  "method": "ωB97M-V/def2-TZVPD",
  "elements": ["N", "H", "H", "H", "H", "S", "S", "H", "H"],
  "coordinates": [[0.41327, -1.65869, 1.80540], [0.39079, -0.98435, 1.01348], [0.15907, -2.61324, 1.51677], [-0.34702, -1.40679, 2.44237], [1.33393, -1.66474, 2.26188], [0.84583, 0.62583, -0.38338], [-1.16469, 0.37234, -0.77354], [0.82135, 1.95764, -0.22815], [-1.05274, -0.03192, -2.04868]],
  "atomic_forces_ev_per_a": [[-0.664, -0.745, 0.175], [0.265, -0.019, 0.098], [0.402, 0.247, -0.291], [0.347, 0.328, 0.291], [-0.365, 0.129, -0.043], [0.015, 0.146, -0.321], [-0.151, -0.198, 0.046], [0.100, 0.021, 0.080], [0.052, 0.091, -0.034]],
  "nbo_charge": [-0.883, 0.453, 0.453, 0.453, 0.458, -0.163, -0.116, 0.181, 0.163],
  "total_charge": 1,
  "de_lowest_kcal_mol": 2.3,
  "homo_ha": -0.5008,
  "energy_ha": -854.46252,
  "e_lumo_ev": -4.00,
  "fmax_ev_per_a": 1.0
}